No. 1
DFT (the ωB97M-V functional and the def2-TZVPD basis) results for a cluster of 19 separate species, C44H129N3O35 in total at a distorted geometry.

Gap between HOMO and LUMO   8.281 eV
DFT total energy   -4551.08632 hartree
Energy above the lowest of the compared OMol25 structures with the same formula, charge and spin   3.123 eV
F_max   3.0 eV/Å
HOMO energy   -8.440 eV
Total charge   0

Each line ends with the Mulliken charge.
Geometry (Å):
O -1.558 0.575 5.411  -0.4200
O 2.478 -7.367 -1.503  -0.5642
O -0.831 -2.356 -8.791  -0.3827
O -1.801 -6.292 4.481  -0.4538
O -1.456 -2.246 5.221  -0.5638
O 6.910 -0.400 -0.253  -0.5703
O 0.919 4.947 0.007  -0.3747
O -4.549 5.641 -0.123  -0.0775
O -3.693 2.462 5.635  -0.5482
O -1.049 6.044 1.649  -0.2482
O -6.127 4.318 2.334  -0.5428
O 0.194 2.204 -4.131  -0.0763
O -4.716 2.548 0.818  0.7781
O -1.062 3.146 6.930  -0.4756
O 9.586 -7.875 0.750  -0.2782
O 6.342 -4.795 3.057  -0.1634
O -1.490 6.108 -5.096  -0.6220
O 2.289 0.684 -0.141  0.1173
O -3.926 5.039 -6.445  -0.5030
O -6.943 6.374 -1.272  -0.5894
O 2.664 -2.190 -3.338  -0.6681
O -1.626 4.505 4.571  -0.6769
O -2.788 1.822 -0.805  0.9462
O -6.579 4.733 -4.521  -0.6134
O 2.121 -5.730 0.873  -0.2738
O -2.798 -0.914 -0.863  -1.0547
O -0.046 -6.968 2.239  -0.7085
O -0.078 -1.678 -4.523  -0.5563
O 4.296 -1.157 -1.094  -0.4331
O 5.206 1.959 -0.193  -0.5282
O -5.617 0.360 -1.097  -0.5572
O -3.577 -3.167 0.739  -0.6190
O -1.708 5.780 -1.163  -0.6821
O -3.862 -0.744 3.899  -0.5110
O 1.356 -1.505 1.741  -0.2230
N -0.634 0.332 0.757  2.0120
N 9.206 -4.967 1.805  -0.2642
N -0.485 0.514 -6.578  -0.1300
C -0.338 1.932 7.051  -0.7672
C -4.524 5.903 1.275  0.1246
C 2.104 -2.689 1.841  -0.2865
C -0.443 2.683 -5.364  -0.1847
C 3.048 1.435 0.758  -0.2183
C 10.307 -5.548 1.044  -0.9320
C -6.370 5.063 -3.161  0.1714
C -6.810 6.421 -2.713  -0.4231
C -5.377 1.304 1.123  -0.1493
C -1.224 1.651 0.956  -0.0818
C 9.953 -6.691 0.090  -0.4453
C -6.365 0.992 -0.035  -0.8463
C -3.769 3.302 4.470  -0.4980
C -1.140 -0.269 -7.564  -0.7056
C -0.832 -0.507 1.896  1.2861
C -3.164 2.284 -2.101  -0.7710
C 1.199 -6.788 -1.254  -0.6992
C -0.280 1.084 5.727  -0.0988
C -2.833 -2.630 5.137  -0.5802
C -0.152 -1.337 -8.084  -0.3851
C 8.553 -5.912 2.698  -0.3042
C -0.013 -1.758 1.724  -1.2369
C 5.051 -1.900 -0.162  -0.5364
C -0.656 -7.249 4.487  -0.6871
C 9.342 -8.993 -0.107  -0.8261
C 1.400 -2.145 -2.701  0.5706
C -1.574 2.374 -0.401  0.2684
C 0.796 3.331 -3.479  -0.3149
C 3.895 2.473 -0.059  -0.3660
C 1.017 4.886 1.431  0.6081
C -2.391 3.572 3.856  2.6680
C 5.369 -4.328 3.955  -0.6107
C -2.869 6.305 -4.642  0.3760
C -5.804 5.693 2.147  -0.7786
C 7.635 -5.169 3.690  -0.8794
C -3.510 -2.097 3.870  0.1905
C 1.356 -5.534 -0.308  -0.2496
C 0.348 -1.158 -3.285  0.1259
C 0.491 -6.840 3.538  -0.0979
C -1.297 1.568 -5.973  -0.8508
C 0.341 6.149 2.076  -0.8811
C 6.607 -1.766 -0.504  -0.0701
C -3.914 6.254 -5.803  -0.8258
C -1.320 -3.454 -8.078  -0.6578
H -0.063 1.738 4.880  -0.0149
H 0.325 0.467 0.467  -0.9803
H 1.397 -7.447 3.571  0.3315
H 5.519 -3.311 4.323  0.3111
H -2.023 -3.141 -7.304  0.2674
H -3.595 6.936 -6.594  0.4481
H 2.330 1.955 1.394  0.0572
H 7.493 -5.696 4.635  0.4141
H 6.052 0.004 -0.416  0.3260
H -0.179 -0.912 -5.099  0.3144
H 3.927 3.434 0.460  0.2750
H -2.384 3.977 2.843  -0.9902
H -4.123 6.905 1.438  0.4985
H -0.457 -0.949 -2.578  0.0010
H -0.283 -2.202 0.763  0.1425
H -3.089 -0.276 4.229  0.4446
H -6.058 3.952 -4.724  0.3506
H -4.199 2.002 -2.287  0.2817
H -3.154 5.581 -3.878  -0.1718
H 0.792 7.061 1.680  0.3947
H -0.531 -3.984 -7.541  0.2670
H -5.612 6.099 3.141  0.4203
H -4.932 6.549 -5.552  0.2401
H 0.764 -6.442 -2.192  0.3650
H 8.065 -6.725 2.161  0.2418
H -1.456 6.834 2.015  0.1950
H -0.943 6.189 -4.311  0.2959
H -4.314 4.226 4.661  0.2867
H -0.012 4.029 -3.257  0.1263
H -2.886 7.285 -4.163  0.4234
H -6.237 0.171 -1.806  0.2812
H -6.028 1.373 1.995  0.5084
H 1.531 3.875 -4.076  0.4169
H 0.712 -5.797 3.772  0.0918
H 0.379 0.849 -6.983  0.1778
H -0.266 -2.449 2.530  0.8723
H 0.643 2.085 7.502  0.4016
H -4.416 -2.673 3.683  0.3952
H -1.995 -0.439 -0.628  -0.2131
H -2.018 1.754 1.696  -0.0760
H 5.607 2.387 -0.954  0.2942
H 9.228 -6.440 -0.688  0.3839
H 9.325 -6.331 3.345  0.3877
H -6.671 6.210 1.732  0.3778
H -1.336 -1.294 5.145  0.3658
H 0.412 6.250 3.159  0.3929
H -6.122 7.190 -3.065  0.1718
H 3.113 -2.383 2.114  0.1402
H -1.259 6.227 -1.882  0.1253
H -2.077 -6.224 3.563  0.3146
H 4.895 -1.517 0.846  0.2787
H -3.793 5.221 1.713  -0.3936
H -7.792 6.628 -3.138  0.3490
H -1.502 4.152 5.460  0.4324
H 0.613 3.940 1.790  -0.6141
H -3.623 5.661 -0.379  -0.0160
H -1.035 5.679 -0.483  0.1469
H 0.499 -6.529 1.580  0.3905
H 4.398 -4.457 3.478  0.0023
H -6.135 6.079 -0.837  0.3577
H 0.449 -0.767 -8.793  0.2789
H -3.505 -0.286 -0.700  0.4048
H -1.653 0.334 -8.316  0.4046
H 6.841 -2.063 -1.528  0.2596
H -1.600 3.443 -0.180  -0.2930
H 10.816 -4.751 0.501  0.3818
H -1.994 1.176 -5.231  0.3445
H -1.943 -0.741 -6.993  0.3175
H -3.206 -2.382 0.326  0.4359
H -6.966 4.345 -2.594  0.3442
H -5.629 3.820 1.678  0.2728
H -1.765 -4.282 -8.630  0.2809
H 2.653 -8.016 -0.817  0.3167
H 10.162 -9.358 -0.727  0.3167
H 11.071 -5.937 1.718  0.3801
H 3.703 0.885 1.435  0.3809
H -4.523 -3.083 0.611  0.2707
H -2.460 1.926 -2.852  -0.0640
H 2.919 -6.216 0.646  0.2073
H -3.988 2.287 0.239  -0.3934
H -7.230 0.364 0.179  0.4784
H 0.304 3.066 -6.061  0.5258
H 0.501 -7.536 -0.876  0.2829
H 8.968 -9.839 0.469  0.2661
H -3.401 5.091 -7.246  0.2979
H 1.552 -1.849 -1.662  -0.5537
H -2.838 -2.291 3.033  -0.0437
H -4.642 0.513 1.270  0.0715
H 0.406 -1.735 -7.236  0.3147
H 8.526 -8.790 -0.803  0.3301
H -4.563 2.584 6.023  0.3261
H 0.960 -3.136 -2.586  0.3141
H 8.499 -4.800 1.100  0.1118
H 1.816 -3.444 2.575  0.1525
H 1.866 -4.795 -0.928  0.3316
H -0.370 2.188 1.376  -0.3044
H 2.017 -3.153 0.857  0.0980
H 0.341 -5.206 -0.083  0.4542
H -0.885 1.339 7.786  0.3378
H 7.142 -2.443 0.163  0.1245
H -0.904 -8.268 4.189  0.3029
H 0.818 -0.181 -3.407  0.1103
H -3.117 3.374 -2.144  0.0175
H 2.648 -2.833 -4.051  0.3035
H 3.981 -1.775 -1.760  0.0907
H 2.050 4.900 1.783  0.5393
H 10.856 -6.785 -0.519  0.4420
H -0.464 0.071 2.749  -0.2100
H -1.456 3.439 7.754  0.2476
H -2.841 -3.719 5.080  0.3242
H -0.229 -7.284 5.489  0.3707
H 8.045 -4.201 3.982  0.3590
H 1.758 5.206 -0.381  0.2096
H -5.307 4.932 -2.949  -0.1489
H -1.979 1.984 -6.718  0.3460
H -4.338 2.728 3.737  0.2059
H 0.460 0.286 5.685  0.4713
H 3.416 2.685 -1.016  0.0618
H -6.768 1.948 -0.371  0.1955
H 5.247 -4.831 4.918  0.3692
H -0.740 2.313 -1.100  -0.0220
H 1.360 3.024 -2.598  -0.3073
H -2.242 1.252 5.431  0.0357
H 2.922 0.095 -0.567  -0.1741
H -1.888 -0.696 2.091  -0.8509
H 4.684 -2.926 -0.213  0.4200
H -3.287 -2.385 6.098  0.2502
H -1.758 2.684 3.793  -1.1340
H -1.104 3.518 -5.126  0.0600

***

No. 2
DFT (the ωB97M-V functional and the def2-TZVPD basis) results for a structure of composition C44H28Cl3N4SiV.

Gap between HOMO and LUMO (spin up / spin down)   4.883 / 4.881 eV
DFT total energy   -4526.26199 hartree
F_max   0.9 eV/Å
HOMO energy (spin up / spin down)   -13.148 / -13.151 eV
Total charge   +2

Each line ends with the Mulliken charge.
Geometry (Å):
V -0.018 -0.019 0.271  1.2350
Cl -2.147 -0.621 3.322  -0.1879
Cl 0.386 1.491 3.595  -0.1587
Cl 0.987 -1.760 3.125  -0.2035
Si -0.265 -0.212 2.726  0.8464
N -0.044 1.906 -0.054  0.7183
N 0.066 -1.911 -0.268  0.8598
N -1.914 -0.031 -0.191  0.8347
N 1.925 0.034 0.077  0.5290
C -1.046 2.724 -0.554  0.2688
C -4.036 4.836 -3.052  -0.8527
C -2.337 2.296 -0.867  1.4602
C -4.104 -0.757 -0.262  -1.2947
C -2.751 -1.128 -0.016  -0.3912
C 4.366 3.658 0.693  -0.2671
C -4.405 3.672 -0.555  -0.0904
C -3.343 -3.497 0.279  -0.7018
C 0.573 4.115 0.125  -1.4313
C -5.026 -4.529 1.656  -0.8568
C 3.603 5.164 2.902  -0.9020
C -4.092 0.530 -0.694  -1.6023
C -5.299 4.625 -1.016  -0.9292
C -4.052 -3.559 1.478  0.0369
C -5.118 5.202 -2.266  -0.4295
C 5.473 -3.803 -2.279  -0.8614
C 5.198 4.654 1.175  -0.9072
C -0.653 4.084 -0.470  -1.5414
C 2.676 1.055 0.656  -0.2205
C 3.791 -4.347 -0.133  -0.1751
C -3.128 3.896 -2.591  -0.1218
C -2.749 0.993 -0.623  0.2057
C -0.535 -4.131 -0.329  -1.3753
C -2.317 -2.442 0.103  1.8292
C 2.480 -2.265 -0.615  1.2849
C 2.222 2.373 0.802  1.4374
C -3.632 -4.399 -0.745  -0.0051
C 4.824 5.399 2.285  -0.4633
C -5.311 -5.424 0.635  -0.4616
C 5.681 -4.932 -1.499  -0.4261
C 0.768 -4.055 -0.718  -1.3749
C 4.003 0.617 0.868  -1.5060
C 3.580 -3.211 -0.915  -0.3505
C 2.754 4.186 2.411  -0.0720
C 4.433 -2.937 -1.984  -0.0358
C 1.162 -2.693 -0.621  -0.1430
C -3.316 3.302 -1.343  -0.4118
C 4.845 -5.199 -0.423  -0.9217
C -4.619 -5.354 -0.566  -0.9385
C 0.961 2.771 0.360  -0.0422
C 3.140 3.413 1.314  -0.1857
C 4.111 -0.624 0.301  -1.0118
C -0.979 -2.804 -0.102  0.0078
C 2.828 -0.984 -0.172  0.1062
H -6.077 -6.176 0.774  0.4235
H -1.252 4.916 -0.797  0.5445
H 6.497 -5.603 -1.727  0.4265
H 4.770 1.178 1.373  0.7519
H 3.149 -4.548 0.716  0.5865
H 1.171 4.979 0.359  0.5900
H -3.831 -2.858 2.273  0.3641
H 1.415 -4.864 -1.013  0.7157
H 6.139 4.854 0.680  0.4194
H 6.123 -3.596 -3.119  0.4188
H -4.851 -6.042 -1.367  0.4168
H -4.947 -1.422 -0.184  0.5895
H -2.283 3.608 -3.205  0.4960
H -5.822 5.941 -2.625  0.4267
H -6.135 4.920 -0.398  0.4152
H 5.480 6.171 2.664  0.4288
H 4.982 -1.256 0.257  0.5920
H -1.142 -5.014 -0.226  0.6772
H 4.649 3.097 -0.188  0.5938
H 1.799 4.008 2.888  0.3538
H 5.016 -6.071 0.193  0.4140
H -3.896 5.283 -4.027  0.4181
H -4.926 1.117 -1.042  0.6338
H -5.564 -4.583 2.593  0.4304
H 4.270 -2.055 -2.592  0.5018
H -3.105 -4.335 -1.689  0.5855
H 3.309 5.745 3.766  0.4339
H -4.538 3.232 0.426  0.5430

***

no.,M (g/mol)
1,1260.5
2,798.1